{
  "formula": "C66H66BaCl2Ge2IN3O3S4",
  "method": "ωB97M-V/def2-TZVPD",
  "symbols": ["Ba", "C", "O", "C", "O", "N", "N", "H", "H", "H", "H", "H", "H", "Cl", "C", "C", "C", "I", "C", "O", "C", "N", "C", "C", "C", "C", "H", "H", "H", "H", "C", "C", "C", "C", "C", "C", "C", "C", "C", "C", "C", "C", "C", "C", "C", "Ge", "S", "S", "Ge", "S", "S", "C", "C", "C", "C", "C", "C", "C", "C", "C", "C", "C", "C", "C", "C", "C", "C", "C", "C", "C", "C", "C", "C", "C", "C", "C", "C", "C", "C", "C", "C", "C", "C", "C", "H", "H", "H", "H", "H", "H", "H", "H", "H", "H", "H", "H", "H", "H", "H", "H", "H", "H", "H", "H", "H", "H", "H", "H", "H", "H", "H", "H", "H", "H", "H", "H", "H", "H", "H", "H", "H", "H", "H", "H", "H", "H", "H", "H", "H", "H", "H", "H", "H", "H", "Cl", "C", "C", "C", "C", "C", "C", "C", "H", "H", "H", "H", "H", "H"],
  "xyz": [[-1.78905, -1.17586, 1.94621], [0.23881, -6.82376, 1.32691], [0.06651, -5.98227, 0.19035], [-0.39503, -4.73600, 0.48634], [-0.63287, -4.35972, 1.60723], [-0.57454, -4.02706, -0.65746], [-0.78952, -2.65596, -0.50556], [0.31717, -7.83764, 0.93989], [-0.60678, -6.73605, 2.00714], [1.15029, -6.55516, 1.86289], [-0.10172, -4.36611, -1.48377], [-1.39884, -2.29618, -1.23203], [0.09332, -2.14904, -0.51246], [-2.56984, -4.35782, 8.69156], [-2.20176, -3.27438, 7.36260], [-1.60508, -2.07695, 7.62451], [-1.30857, -1.18744, 6.58228], [-0.41868, 0.64805, 7.02686], [-1.60004, -1.44874, 5.24229], [-1.37981, -0.64071, 4.28254], [-2.20275, -2.75507, 4.99190], [-2.43896, -3.05541, 3.68937], [-2.97915, -4.20760, 3.38177], [-3.37137, -5.14373, 4.35457], [-3.13846, -4.86720, 5.66979], [-2.52021, -3.65093, 6.03382], [-1.36565, -1.80916, 8.64445], [-3.12796, -4.40009, 2.33008], [-3.86821, -6.05368, 4.04862], [-3.43169, -5.56420, 6.44380], [1.64447, -4.89477, -3.45480], [2.47224, -3.77850, -2.87259], [3.03881, -3.88802, -1.61155], [3.77963, -2.85153, -1.05029], [4.42018, -3.04849, 0.29520], [3.91804, -1.65679, -1.76531], [3.44071, -1.56645, -3.07662], [3.67309, -0.34392, -3.92170], [2.71124, -2.62305, -3.60308], [4.59336, -0.48147, -1.13436], [5.97082, -0.37961, -1.30620], [6.68414, 0.65945, -0.73693], [6.00776, 1.59576, 0.02051], [4.62906, 1.50996, 0.21371], [3.88796, 0.47900, -0.38348], [1.90748, 0.28903, -0.10862], [1.49932, -1.17439, 1.38840], [0.83064, 2.23226, 0.32907], [-0.65474, 1.51327, -1.21801], [-2.39699, 0.43260, -0.58765], [0.85664, 0.08152, -2.12170], [-1.25188, 3.00929, -2.40706], [-1.73779, 4.20075, -1.83687], [-2.29085, 5.19677, -2.63672], [-2.38070, 5.03911, -4.00765], [-1.92087, 3.86673, -4.57753], [-1.36541, 2.85433, -3.79590], [-0.96233, 1.62404, -4.54391], [-1.88997, 0.59894, -4.73133], [-3.25633, 0.67310, -4.10782], [-1.53860, -0.49038, -5.52465], [-0.30930, -0.56320, -6.15919], [0.03804, -1.72559, -7.05198], [0.59606, 0.47392, -5.96509], [0.29508, 1.55806, -5.15271], [1.32467, 2.62202, -4.89002], [-1.68895, 4.45267, -0.36364], [-2.75207, 4.06574, 0.45728], [-4.03051, 3.50445, -0.10289], [-2.62095, 4.20815, 1.83473], [-1.48253, 4.75142, 2.40921], [-1.31570, 4.79228, 3.90336], [-0.48597, 5.22672, 1.56761], [-0.57345, 5.09100, 0.18924], [0.55530, 5.57993, -0.67468], [4.04707, 2.55655, 1.10692], [3.85758, 3.84708, 0.60838], [4.11051, 4.14025, -0.84612], [3.40430, 4.84526, 1.45953], [3.11757, 4.58349, 2.79305], [2.62939, 5.66972, 3.71396], [3.30605, 3.29387, 3.26662], [3.78659, 2.27422, 2.45115], [4.00197, 0.90522, 3.03427], [1.37237, -5.62458, -2.69063], [2.19060, -5.42703, -4.23721], [0.72773, -4.50713, -3.90326], [2.90361, -4.80178, -1.04060], [4.65411, -4.10299, 0.44953], [3.73712, -2.72031, 1.08163], [5.33788, -2.46892, 0.39255], [4.48965, 0.26613, -3.53971], [2.77547, 0.27431, -3.93944], [3.90759, -0.63717, -4.94729], [2.29743, -2.52663, -4.59989], [6.47903, -1.14006, -1.88881], [7.75635, 0.73203, -0.87379], [6.54653, 2.40816, 0.49532], [-2.65725, 6.09997, -2.16185], [-2.81590, 5.81649, -4.62444], [-1.99556, 3.71189, -5.64841], [-3.81728, 1.52306, -4.50286], [-3.19107, 0.79313, -3.02478], [-3.81952, -0.23735, -4.31014], [-2.25519, -1.29431, -5.65594], [-0.69127, -2.52918, -6.95182], [1.02176, -2.12938, -6.81036], [0.06080, -1.42216, -8.10173], [1.56967, 0.42669, -6.44156], [2.19828, 2.48299, -5.52723], [1.64951, 2.56697, -3.84691], [0.92354, 3.62315, -5.05332], [-4.18143, 3.79982, -1.14083], [-4.88143, 3.85060, 0.48605], [-4.00560, 2.41376, -0.08245], [-3.43073, 3.87140, 2.47394], [-2.28083, 4.82825, 4.40913], [-0.73112, 5.66028, 4.21097], [-0.79655, 3.89680, 4.25403], [0.40226, 5.67885, 1.99411], [1.05353, 6.42858, -0.20310], [0.21228, 5.88177, -1.66367], [1.28779, 4.78223, -0.80518], [3.55790, 3.43806, -1.47492], [5.16830, 4.03880, -1.10036], [3.79136, 5.15112, -1.09733], [3.24910, 5.84452, 1.06523], [2.37834, 6.57449, 3.15927], [3.39207, 5.93071, 4.45178], [1.74168, 5.34808, 4.25921], [3.07830, 3.06794, 4.30317], [4.20081, 0.97710, 4.10378], [4.83531, 0.39020, 2.55548], [3.11729, 0.28101, 2.89133], [-7.95128, -5.85607, 4.24354], [-6.94887, -4.83145, 3.21968], [-6.86349, -3.46503, 3.46389], [-6.07885, -2.66357, 2.66486], [-5.32681, -3.16918, 1.56004], [-4.44790, -2.37571, 0.80402], [-5.46187, -4.57718, 1.35527], [-6.24614, -5.38036, 2.15782], [-7.40429, -3.03715, 4.29930], [-6.00272, -1.60632, 2.89636], [-4.68128, -1.31772, 0.70816], [-4.04684, -2.82098, -0.10395], [-4.91805, -5.03068, 0.53234], [-6.31568, -6.44490, 1.96188]],
  "forces_ev_per_angstrom": [[0.466, -0.172, -1.492], [0.033, -0.017, 0.031], [-0.048, 0.033, -0.042], [-0.030, 0.007, -0.114], [0.013, 0.015, 0.069], [0.015, -0.020, 0.032], [-0.184, 0.172, -0.134], [0.012, 0.021, 0.007], [0.008, -0.018, -0.018], [-0.025, 0.007, 0.014], [0.073, 0.041, 0.084], [0.005, -0.063, 0.028], [0.029, 0.038, -0.050], [0.003, 0.000, -0.003], [0.000, 0.008, 0.032], [-0.015, -0.024, -0.007], [0.017, 0.073, 0.089], [-0.013, -0.021, 0.001], [-0.039, -0.008, 0.198], [0.030, 0.105, 0.752], [-0.014, 0.007, 0.048], [-0.123, -0.437, 0.708], [-0.042, 0.026, 0.118], [0.008, -0.005, -0.052], [-0.025, -0.023, 0.039], [0.015, -0.020, 0.009], [0.008, 0.002, 0.007], [-0.026, -0.019, -0.015], [-0.006, -0.013, -0.011], [0.009, 0.002, 0.004], [0.026, -0.005, 0.024], [0.017, 0.035, -0.032], [0.032, 0.003, 0.033], [-0.005, -0.079, -0.033], [-0.075, 0.058, 0.061], [-0.113, 0.062, 0.025], [-0.031, 0.039, -0.022], [0.027, 0.017, -0.064], [0.025, -0.058, 0.022], [0.053, -0.014, 0.002], [0.008, -0.032, 0.012], [0.015, 0.009, -0.019], [0.046, -0.028, 0.025], [0.024, 0.003, 0.024], [-0.028, -0.012, -0.058], [0.033, 0.098, 0.032], [-0.042, -0.157, -0.083], [0.006, -0.009, 0.019], [0.026, -0.042, 0.016], [-0.011, 0.226, -0.222], [-0.057, 0.040, 0.001], [-0.001, -0.019, 0.015], [-0.006, 0.055, 0.012], [0.017, -0.003, -0.001], [-0.011, 0.015, -0.009], [0.010, 0.042, -0.040], [-0.017, -0.020, -0.014], [0.016, 0.002, 0.045], [-0.059, -0.014, 0.035], [0.017, -0.007, -0.044], [0.005, 0.002, -0.029], [0.027, -0.004, -0.005], [-0.016, 0.025, 0.009], [0.022, -0.027, 0.048], [0.030, -0.034, 0.001], [-0.011, -0.005, -0.008], [0.082, -0.078, -0.037], [-0.059, -0.042, 0.001], [-0.019, -0.007, -0.018], [-0.007, -0.005, 0.012], [0.013, 0.001, -0.004], [-0.003, 0.008, -0.006], [-0.021, 0.045, -0.020], [-0.003, 0.013, 0.064], [0.005, 0.042, -0.021], [-0.045, -0.050, 0.040], [-0.010, 0.043, -0.024], [-0.021, 0.018, 0.013], [-0.020, 0.012, -0.011], [0.000, -0.008, -0.012], [0.020, -0.004, -0.005], [0.017, 0.035, -0.012], [-0.029, 0.000, 0.016], [0.027, 0.032, 0.012], [0.008, -0.027, 0.015], [-0.010, -0.003, -0.019], [-0.024, 0.006, -0.025], [-0.023, -0.012, 0.005], [-0.018, -0.011, 0.017], [-0.028, 0.033, 0.031], [0.010, -0.015, -0.006], [0.015, 0.000, -0.011], [-0.009, 0.014, -0.017], [-0.005, 0.004, -0.026], [-0.036, 0.013, -0.102], [-0.002, -0.004, -0.016], [0.016, 0.000, -0.002], [0.003, 0.011, 0.011], [0.002, 0.009, 0.013], [-0.003, 0.005, -0.004], [0.001, -0.004, -0.011], [-0.016, 0.033, -0.020], [-0.024, -0.011, -0.015], [-0.023, -0.022, -0.010], [-0.016, -0.015, 0.001], [-0.011, -0.012, 0.004], [0.046, -0.019, 0.020], [-0.004, -0.001, -0.008], [0.052, -0.005, 0.000], [0.018, -0.002, -0.011], [0.002, 0.007, 0.025], [-0.002, 0.015, -0.002], [-0.014, 0.018, 0.006], [-0.018, 0.003, 0.015], [0.000, 0.011, -0.001], [-0.019, -0.003, 0.010], [-0.012, 0.001, 0.014], [0.008, 0.021, 0.019], [0.008, -0.010, -0.014], [0.025, 0.020, 0.016], [0.031, -0.005, 0.011], [-0.007, 0.021, -0.008], [0.058, -0.050, -0.022], [-0.019, -0.008, -0.023], [-0.019, -0.010, -0.010], [-0.012, 0.041, -0.003], [-0.010, 0.012, -0.006], [-0.006, 0.016, -0.009], [0.002, 0.003, 0.007], [-0.025, -0.004, 0.017], [0.002, -0.008, 0.026], [-0.001, -0.002, 0.028], [0.018, -0.004, -0.002], [-0.004, -0.027, -0.006], [0.014, 0.005, -0.004], [-0.048, -0.016, 0.014], [0.022, -0.019, 0.037], [-0.036, 0.023, -0.047], [0.141, -0.038, 0.103], [-0.088, -0.020, -0.084], [-0.021, -0.010, -0.047], [0.004, -0.030, 0.014], [-0.010, 0.013, 0.010], [-0.027, 0.017, -0.003], [0.040, 0.089, 0.074], [0.032, 0.036, -0.048], [-0.005, 0.001, -0.020], [-0.004, 0.007, -0.007]],
  "mulliken_charge": [1.57, -0.66, -0.43, 0.53, -0.37, -0.31, 0.59, 0.24, 0.22, 0.28, 0.12, 0.11, -0.37, -0.32, 0.51, -0.50, -0.16, 0.00, 0.62, -0.47, -0.94, 0.41, -0.42, -1.34, -0.95, 0.54, 0.38, 0.93, 0.51, 0.38, -1.79, 0.49, -0.52, 0.71, -1.72, 0.90, 0.46, -1.25, -0.77, -0.17, 0.34, -1.02, 0.10, -0.57, -1.21, -0.35, -0.55, 0.46, -0.04, -1.11, 0.54, -0.93, -0.70, 0.17, -0.90, 0.02, -0.51, 1.10, 1.22, -1.68, -1.21, 0.70, -1.59, -0.75, 0.91, -1.49, 0.82, 0.96, -1.55, -1.04, 0.68, -1.62, -0.30, 0.66, -1.39, 0.75, 1.05, -1.95, -0.51, 0.77, -1.74, -1.32, 1.49, -1.61, 0.35, 0.45, 0.34, 0.28, 0.58, 0.11, 0.28, 0.24, -0.14, 0.59, 0.52, 0.44, 0.34, 0.54, 0.44, 0.37, 0.48, 0.33, 0.12, 0.38, 0.26, 0.34, 0.34, 0.35, 0.26, 0.46, -0.02, 0.48, 0.25, 0.56, -0.01, 0.41, 0.44, 0.36, 0.30, 0.23, 0.59, 0.36, -0.11, 0.13, 0.49, 0.45, 0.30, 0.33, 0.47, 0.28, 0.45, 0.56, 0.31, -0.08, -0.32, 0.43, -0.73, -0.46, 1.06, -1.88, -0.24, -0.76, 0.37, 0.38, 0.63, 0.01, 0.35, 0.38],
  "total_charge": -2,
  "homo_ha": -0.04989,
  "largest_force_ev_per_a": 1.57,
  "orbital_gap_ha": 0.181,
  "energy_ev": -270351.541,
  "mol_weight_da": 1557.9,
  "e_above_lowest_kcal_mol": 4.9
}

***

{
  "formula": "C5H6F4O",
  "method": "ωB97M-V/def2-TZVPD",
  "symbols": ["C", "C", "C", "C", "C", "O", "F", "F", "F", "F", "H", "H", "H", "H", "H", "H"],
  "xyz": [[1.13043, 0.27480, -0.26170], [1.75185, 1.48644, -0.74499], [-1.81147, -1.46303, 0.68567], [-1.07856, 0.88785, 0.18646], [-1.99003, -0.25048, -0.20768], [1.35560, -0.84781, -0.03572], [-1.23463, 2.03574, -0.51250], [-1.12022, 1.19476, 1.50842], [-1.69990, -0.57679, -1.50637], [-3.30768, 0.12802, -0.24053], [2.77480, 1.29348, -1.07645], [1.15668, 1.89932, -1.55994], [1.75067, 2.22393, 0.05876], [-2.56858, -2.20093, 0.43546], [-1.91408, -1.17208, 1.72792], [-0.82215, -1.88164, 0.51837]],
  "forces_ev_per_angstrom": [[-4.132, -0.456, 1.060], [0.778, 0.570, -0.382], [-0.031, 0.332, -0.203], [3.718, -0.202, -0.479], [-0.180, -0.397, 0.073], [0.709, 0.381, -0.233], [-0.487, -0.270, 0.065], [-0.421, -0.131, -0.274], [0.175, 0.063, 0.022], [0.015, 0.192, 0.249], [-0.009, 0.030, 0.016], [-0.047, -0.080, 0.066], [-0.053, -0.040, 0.023], [-0.054, 0.000, -0.070], [-0.019, -0.008, 0.022], [0.040, 0.016, 0.045]],
  "mulliken_charge": [0.77, -1.14, -1.28, 0.11, 1.11, -0.39, -0.29, -0.28, -0.30, -0.32, 0.37, 0.31, 0.32, 0.37, 0.32, 0.33],
  "total_charge": 0,
  "homo_ha": [-0.31448, -0.31450],
  "largest_force_ev_per_a": 4.29,
  "orbital_gap_ha": [0.334, 0.334],
  "energy_ev": -18197.761,
  "mol_weight_da": 158.1,
  "e_above_lowest_kcal_mol": 24.7
}